[1]
C21H25CrOSe | the ωB97M-V functional and the def2-TZVPD basis

## Properties
Expectation value of S²   3.7999
F_max   0.067 Eh/bohr
E   -4336.07524 hartree
Net charge   -2
Frontier orbital gap (alpha / beta)   3.51 / 4.16 eV
Multiplicity   4
HOMO (alpha / beta)   1.417 / 0.752 eV

Atoms and positions in Å:
Cr -0.00464 -0.60229 0.63298
C -1.53372 -2.09929 0.18636
C -1.34194 -1.41009 -1.06182
C 0.03639 -1.53883 -1.43202
H -2.11715 -0.98218 -1.68748
C 0.68487 -2.36951 -0.45587
C -0.29629 -2.73072 0.53949
H -0.15534 -3.41722 1.38046
H -2.47646 -2.20120 0.72530
H 0.48380 -1.19217 -2.36281
H 1.71228 -2.74344 -0.53212
C 0.29255 0.85805 2.35111
C 0.24008 -0.52926 2.75559
C 1.39334 -1.19097 2.18210
H -0.48766 -0.96951 3.43112
C 2.07640 -0.24421 1.32671
C 1.39676 1.02536 1.44422
H 1.72988 1.95646 1.00394
H -0.32820 1.64367 2.74595
H 1.73987 -2.19294 2.41230
H 3.01579 -0.40810 0.81330
O 0.08070 1.47109 -1.41790
C 3.57373 0.96575 -2.43312
C 2.35311 1.49390 -3.15186
C 3.61603 -0.49705 -2.28919
C 4.04247 1.88050 -1.38159
C 0.68291 1.69550 -2.58643
H 2.19985 0.87301 -4.05123
H 2.58344 2.53550 -3.43810
H 0.54075 2.76949 -2.78523
H 0.15257 1.08222 -3.34325
H 4.55565 -0.93180 -2.64704
H 2.77263 -0.92742 -2.85457
H 3.48849 -0.75131 -1.22709
H 4.97880 2.38915 -1.64862
H 4.15801 1.33679 -0.44019
H 3.27071 2.66009 -1.24735
Se -1.63007 1.40033 0.14370
C -3.09017 0.73112 1.07634
C -3.14251 0.95688 2.45364
C -4.21164 0.41112 3.14440
C -5.20800 -0.28774 2.44243
C -5.16018 -0.43561 1.04778
C -4.09636 0.09309 0.34123
H -2.34623 1.52909 2.92877
H -4.25075 0.54200 4.22162
H -6.04124 -0.71639 2.99257
H -5.93839 -0.95798 0.49406
H -3.99493 0.02704 -0.74263


[2]
C21H25N2O4 | the ωB97M-V functional and the def2-TZVPD basis

## Properties
F_max   0.055 Eh/bohr
E   -1225.68697 hartree
Net charge   -1
Frontier orbital gap   7.23 eV
Multiplicity   1
HOMO   -4.399 eV

Atoms and positions in Å:
C 1.01562 -1.10800 1.59493
C 2.12517 -0.34284 2.06715
C 3.40667 -0.88901 2.30015
N 4.45291 -1.29844 2.65105
C 1.95799 0.97932 2.51376
N 1.84868 2.09259 2.87685
C -0.39701 -0.73652 1.96421
C -0.86517 0.54292 1.66694
C -2.17092 0.91044 1.99239
C -3.00162 0.00307 2.65906
C -2.55815 -1.29834 2.90722
C -1.25318 -1.66681 2.56155
H 1.20390 -2.16804 1.41679
H -0.20738 1.24501 1.14889
H -2.50600 1.91524 1.72843
H -4.00803 0.30939 2.96312
H -3.22263 -2.03464 3.37761
H -0.85698 -2.66465 2.76562
C -1.78504 -6.01769 0.28322
C -0.50707 -5.19882 0.15058
C -0.47272 -4.52578 -1.20726
C 0.90135 -3.92744 -1.53315
C 1.30471 -2.76624 -0.70613
C 2.73160 -2.53671 -0.43516
O 3.29021 -1.47287 -0.14701
O 3.41099 -3.69790 -0.57328
C 4.83350 -3.58728 -0.26490
C 5.48230 -4.73054 -0.99796
C 0.55300 -1.57428 -0.85996
O 0.77937 -0.52154 -0.19652
O -0.49697 -1.61423 -1.66493
C -1.34922 -0.40286 -1.63053
C -2.42727 -0.71162 -2.63330
H -1.86008 -6.47042 1.27262
H -2.65582 -5.37434 0.12330
H -1.79331 -6.80325 -0.48134
H -0.46269 -4.41705 0.92072
H 0.39119 -5.81712 0.28619
H -0.70928 -5.24441 -2.00947
H -1.24035 -3.73676 -1.23454
H 1.67433 -4.70093 -1.43526
H 0.88894 -3.59092 -2.57842
H 5.19820 -2.60812 -0.59538
H 4.92881 -3.66446 0.82557
H 6.56068 -4.73879 -0.82785
H 5.05715 -5.68249 -0.65762
H 5.30986 -4.60981 -2.07799
H -1.76602 -0.28776 -0.62201
H -0.74024 0.46950 -1.89774
H -3.14487 0.11193 -2.70890
H -1.99509 -0.88840 -3.62576
H -2.96354 -1.61501 -2.31982


[3]
C21H25N3O2 | the ωB97M-V functional and the def2-TZVPD basis

## Properties
Energy relative to the best compared isomer or geometry (same formula, charge and spin)   0.882 eV
F_max   0.010 Eh/bohr
SMILES   CCN(CCNC(=O)c1cccc(N2CCCC2=O)c1)c1ccccc1
E   -1130.02074 hartree
Net charge   0
Frontier orbital gap   8.35 eV
Multiplicity   1
HOMO   -7.577 eV

Atoms and positions in Å:
C -4.61691 -1.79838 -2.06025
C -3.26861 -1.62760 -1.35946
N -3.40209 -0.97628 -0.07302
C -3.48954 -1.85807 1.06019
C -2.10490 -2.40033 1.50167
N -1.06555 -1.40870 1.40110
C -0.17992 -1.41641 0.37427
O -0.14533 -2.29912 -0.45993
C 0.77474 -0.26726 0.37957
C 0.33407 1.04277 0.53546
C 1.25024 2.07712 0.47812
C 2.59608 1.82001 0.29057
C 3.04499 0.50825 0.13977
N 4.40510 0.24649 -0.05807
C 5.30591 1.25300 -0.59037
C 6.52411 0.44300 -1.03587
C 6.52339 -0.72628 -0.05880
C 5.05687 -0.89706 0.31034
O 4.57149 -1.85624 0.85860
C 2.11972 -0.53153 0.16620
C -3.29889 0.38636 0.06429
C -3.20969 1.01029 1.31951
C -3.11506 2.38365 1.43810
C -3.09141 3.19555 0.31855
C -3.18171 2.59992 -0.92804
C -3.29165 1.23082 -1.05754
H -5.08787 -0.83319 -2.22906
H -4.47951 -2.29454 -3.01731
H -5.28743 -2.40056 -1.45105
H -2.57881 -1.06283 -1.99022
H -2.81154 -2.60657 -1.20134
H -4.12133 -2.71080 0.79381
H -3.97655 -1.34377 1.88953
H -1.79647 -3.21485 0.84162
H -2.16707 -2.77733 2.52626
H -1.08383 -0.62038 2.02741
H -0.71480 1.26066 0.66525
H 0.91205 3.09720 0.58447
H 3.29312 2.64310 0.26645
H 4.83036 1.79067 -1.41334
H 5.58381 1.97248 0.19089
H 7.44055 1.02860 -1.00327
H 6.37859 0.08050 -2.05404
H 6.92569 -1.64976 -0.46978
H 7.07504 -0.49231 0.85440
H 2.43968 -1.55142 0.03288
H -3.20940 0.43081 2.22996
H -3.04784 2.82025 2.42496
H -3.00900 4.26705 0.41536
H -3.17389 3.21159 -1.81897
H -3.37900 0.82140 -2.04988


[4]
C21H25N3O3 | the ωB97M-V functional and the def2-TZVPD basis

## Properties
Energy relative to the best compared isomer or geometry (same formula, charge and spin)   0.646 eV
F_max   0.011 Eh/bohr
SMILES   CCOC(=O)c1ccc(NC(=O)N2CCN(Cc3ccccc3)CC2)cc1
E   -1205.25641 hartree
Net charge   0
Frontier orbital gap   8.90 eV
Multiplicity   1
HOMO   -8.459 eV

Atoms and positions in Å:
C 8.82758 1.73206 1.01677
C 8.18070 1.76678 -0.36101
O 6.77852 1.52207 -0.28773
C 6.39298 0.23487 -0.22439
O 7.16931 -0.69086 -0.24843
C 4.92618 0.08959 -0.13562
C 4.07137 1.19012 -0.10841
C 2.70984 1.00352 -0.02464
C 2.16514 -0.28338 0.03365
N 0.78294 -0.38922 0.11948
C 0.01367 -1.53628 0.17441
O 0.46645 -2.65930 0.08889
N -1.32332 -1.31294 0.34349
C -1.96117 -0.01244 0.40328
C -3.43462 -0.18968 0.79273
N -4.18537 -1.02787 -0.12342
C -4.90846 -0.29241 -1.14556
C -5.95891 0.59762 -0.53811
C -6.12549 1.90760 -0.96418
C -7.10635 2.70920 -0.40472
C -7.92530 2.20962 0.59222
C -7.76180 0.90384 1.02598
C -6.78675 0.10236 0.46256
C -3.37364 -2.09664 -0.69143
C -2.22189 -2.44896 0.23795
C 3.02025 -1.38523 0.00727
C 4.38222 -1.19283 -0.07598
H 8.73679 0.73539 1.44136
H 8.34142 2.44446 1.67929
H 9.88066 1.98486 0.93210
H 8.63928 1.01341 -1.01047
H 8.27323 2.75608 -0.81498
H 4.48281 2.18606 -0.15331
H 2.05062 1.86133 -0.00305
H 0.30143 0.49643 0.13743
H -1.90166 0.49946 -0.56981
H -1.48161 0.61578 1.16310
H -3.47920 -0.63981 1.79000
H -3.91474 0.78891 0.85038
H -5.40266 -1.03484 -1.78209
H -4.23725 0.30292 -1.79133
H -5.48713 2.30425 -1.74185
H -7.22815 3.72648 -0.74708
H -8.68852 2.83552 1.03040
H -8.39912 0.51004 1.80406
H -6.64822 -0.91470 0.79542
H -4.01257 -2.97215 -0.84449
H -2.95373 -1.80719 -1.66992
H -1.64298 -3.28444 -0.15968
H -2.60302 -2.73062 1.22490
H 2.60439 -2.37738 0.05070
H 5.05375 -2.03751 -0.09713


[5]
C21H25N3O7S | the ωB97M-V functional and the def2-TZVPD basis

## Properties
Energy relative to the best compared isomer or geometry (same formula, charge and spin)   2.927 eV
F_max   0.019 Eh/bohr
SMILES   CCc1ccccc1N(CC(=O)N/N=C/c1ccc(OC(=O)OC)c(OC)c1)S(C)(=O)=O
E   -1904.33596 hartree
Net charge   0
Frontier orbital gap   8.62 eV
Multiplicity   1
HOMO   -8.252 eV

Atoms and positions in Å:
C -6.80520 -0.71782 -1.46674
C -6.38141 -0.02024 -0.17084
C -5.28968 -0.80546 0.49903
C -5.62068 -1.88478 1.31092
C -4.64859 -2.68385 1.88351
C -3.31116 -2.41490 1.64879
C -2.95756 -1.33736 0.85806
C -3.93636 -0.53334 0.28197
N -3.54881 0.57137 -0.51485
C -2.87480 0.35804 -1.77737
C -1.42467 -0.13397 -1.63908
O -1.03954 -1.18163 -2.09805
N -0.65529 0.74662 -0.94179
N 0.64084 0.49923 -0.68514
C 1.32197 1.37432 -0.06133
C 2.72110 1.15547 0.23847
C 3.44135 2.10004 0.96537
C 4.78028 1.88561 1.23560
C 5.40153 0.73302 0.79448
O 6.74012 0.52184 1.11098
C 7.58709 0.34471 0.08919
O 7.35356 0.53958 -1.06688
O 8.76048 -0.04462 0.58863
C 9.79112 -0.24167 -0.36964
C 4.68926 -0.24226 0.07180
O 5.38016 -1.35168 -0.28152
C 4.73220 -2.31169 -1.08537
C 3.35162 -0.01066 -0.20290
S -3.67597 2.12576 0.05257
C -3.89511 1.92486 1.83260
O -4.82204 2.78567 -0.49618
O -2.41011 2.77628 -0.18410
H -5.96745 -0.77463 -2.15707
H -7.60840 -0.16303 -1.94449
H -7.15079 -1.72932 -1.26304
H -6.04995 0.99022 -0.40350
H -7.24489 0.04197 0.49556
H -6.66448 -2.10340 1.48519
H -4.93357 -3.51886 2.50545
H -2.54381 -3.03791 2.08164
H -1.91665 -1.12361 0.67075
H -3.42435 -0.38327 -2.36591
H -2.88465 1.31462 -2.30537
H -1.07744 1.63347 -0.63398
H 0.87574 2.32033 0.26829
H 2.95923 3.00205 1.30965
H 5.36031 2.60694 1.78919
H 9.49681 -1.00323 -1.09429
H 10.00134 0.68828 -0.90175
H 10.66246 -0.56508 0.19359
H 3.87681 -2.75438 -0.56648
H 5.47784 -3.08089 -1.27901
H 4.40144 -1.87716 -2.03233
H 2.75577 -0.71391 -0.75981
H -4.85453 1.46363 2.02240
H -3.08294 1.31849 2.21101
H -3.85952 2.92218 2.25418


[6]
C21H25N5O5S | the ωB97M-V functional and the def2-TZVPD basis

## Properties
Energy relative to the best compared isomer or geometry (same formula, charge and spin)   0.000 eV
F_max   0.028 Eh/bohr
SMILES   CCCCCOC(=O)Cn1c(SCC(=O)Nc2ccccc2)nc2c1c(=O)[nH]c(=O)n2C
E   -1863.52562 hartree
Net charge   0
Frontier orbital gap   8.88 eV
Multiplicity   1
HOMO   -8.448 eV

Atoms and positions in Å:
C 1.37538 0.36593 -3.28960
C 2.63274 1.14622 -2.92298
C 3.38470 0.59360 -1.71043
C 3.95588 -0.81641 -1.90566
C 3.02121 -1.93495 -1.44903
O 2.90076 -1.93458 -0.01763
C 1.78438 -1.47922 0.50984
O 0.81452 -1.08709 -0.08419
C 1.84790 -1.51213 2.04585
N 0.63305 -0.94612 2.54858
C -0.60932 -1.45057 2.37706
S -0.87158 -3.10551 1.94160
C -2.61894 -3.03438 1.42251
C -2.70982 -2.48737 -0.00473
O -2.88461 -3.22108 -0.95010
N -2.56954 -1.14271 -0.04247
C -2.41819 -0.31059 -1.15621
C -2.05296 1.01330 -0.92103
C -1.89423 1.89070 -1.97540
C -2.09899 1.45864 -3.27555
C -2.45533 0.14182 -3.51060
C -2.61757 -0.74548 -2.46193
N -1.56881 -0.56332 2.61615
C -0.91334 0.57905 2.92691
C 0.45726 0.38312 2.88259
C 1.39037 1.43496 3.13701
O 2.60292 1.39027 3.10967
N 0.70209 2.61073 3.43666
C -0.65761 2.85530 3.50893
O -1.08999 3.94620 3.79443
N -1.47761 1.77700 3.23408
C -2.91575 1.92678 3.27848
H 0.74823 0.21178 -2.41452
H 1.62448 -0.60101 -3.72005
H 0.79435 0.91723 -4.02527
H 3.30840 1.17221 -3.78171
H 2.35081 2.17719 -2.69694
H 2.72205 0.60634 -0.84364
H 4.21044 1.27389 -1.49096
H 4.18960 -0.97826 -2.95885
H 4.88287 -0.91560 -1.33736
H 2.02480 -1.83321 -1.88256
H 3.44275 -2.91036 -1.70488
H 2.68957 -0.90522 2.39038
H 1.97092 -2.54402 2.38330
H -3.15299 -2.42405 2.14802
H -2.96949 -4.06512 1.43952
H -2.40918 -0.68381 0.85132
H -1.88330 1.34746 0.09357
H -1.60842 2.91405 -1.78150
H -1.97860 2.14591 -4.09950
H -2.61112 -0.20232 -4.52222
H -2.89174 -1.77045 -2.64643
H 1.27951 3.42080 3.63514
H -3.33490 1.86985 2.27255
H -3.13411 2.90132 3.71054
H -3.34387 1.13325 3.88920


Q: What is the net charge in the third record?
A: 0


Q: Number 3 is which compound?
A: C21H25N3O2


Q: The highest E belongs to which entry?
A: C21H25N3O2